1.
Molecular formula: C40H131AsF6N7O28V
Method: DFT, ωB97M-V/def2-TZVPD

The geometry in ORCA input format:
```
! RIJCOSX wB97M-V def2-TZVPD def2/J DEFGRID3
* xyz 1 4
V 0.44974 -5.97676 2.62130
As -0.51347 -0.28303 0.54794
F -2.13010 -0.96887 0.27623
F 0.20943 -1.82683 0.25582
F 1.09789 0.43288 0.85764
F -1.29865 1.32592 0.81902
F -0.62832 -0.64735 2.31270
F -0.47720 0.05486 -1.25624
C 8.16061 2.66118 3.45460
C 6.80624 2.37515 4.04513
C 6.06581 1.24388 3.30384
O 5.83815 1.50698 1.88994
C 5.60136 0.33292 1.20062
N 6.89730 2.05628 5.47364
H 8.10823 3.16125 2.48750
H 8.78827 1.77272 3.38545
H 8.59918 3.45985 4.05283
H 6.16499 3.25287 3.96456
H 5.12574 1.09441 3.83491
H 6.63817 0.35007 3.55206
H 5.27383 0.47449 0.17068
H 4.79535 -0.20611 1.69850
H 6.52602 -0.23010 1.07373
H 7.57628 2.70343 5.84818
H 7.36881 1.16443 5.42503
C -6.87405 3.70501 2.57838
C -5.72786 2.91827 1.97846
C -4.31278 3.33716 2.41752
O -4.11598 2.90066 3.82922
C -3.10916 3.57257 4.52941
N -6.02667 1.48745 2.07765
H -7.75822 3.27370 2.10899
H -6.84233 4.73907 2.23512
H -7.02252 3.64811 3.65672
H -5.74042 3.25624 0.94226
H -4.01608 4.37218 2.24779
H -3.63984 2.75636 1.78669
H -3.40877 4.57938 4.82040
H -2.20894 3.75253 3.94176
H -2.92388 3.08536 5.48669
H -5.56215 1.16288 2.91370
H -5.50077 1.10434 1.30516
C 0.01937 2.86636 -7.65540
C 0.68128 4.13637 -7.23593
C 1.14655 4.10029 -5.77836
O -0.00008 4.09628 -4.91021
C 0.43909 4.19034 -3.57931
N 1.88638 4.45154 -8.07938
H 0.67321 1.99528 -7.61292
H -0.47404 2.85198 -8.62722
H -0.76662 2.62637 -6.93934
H 0.06806 5.03557 -7.29510
H 1.76925 4.97940 -5.61249
H 1.86674 3.28244 -5.75491
H 1.37262 3.68675 -3.32829
H -0.27442 3.67020 -2.94021
H 0.34337 5.22484 -3.24953
H 1.70736 4.45470 -9.07338
H 2.52033 3.66825 -8.01094
C 5.66177 -3.52449 0.20599
C 4.44073 -3.00760 -0.57975
C 4.19530 -3.74038 -1.89561
O 5.30020 -3.35610 -2.75962
C 5.17757 -4.04052 -4.04497
N 3.19727 -2.95245 0.28334
H 5.43670 -4.47883 0.68210
H 5.89862 -2.72416 0.90703
H 6.54615 -3.65660 -0.41731
H 4.58707 -1.95751 -0.83272
H 3.25093 -3.56569 -2.41112
H 4.27086 -4.81240 -1.71350
H 5.07854 -5.12586 -4.02714
H 6.12222 -3.80933 -4.53718
H 4.37928 -3.57853 -4.62583
H 3.40602 -2.37752 1.08706
H 2.47184 -2.37889 -0.12272
C 2.04018 8.41149 -1.15889
C 0.91379 7.51548 -1.45864
C 0.55974 6.50246 -0.35475
O -0.39437 5.54126 -0.89578
C -0.68949 4.52850 0.04831
N -0.11694 8.51845 -1.81718
H 2.98337 7.86522 -1.16769
H 1.93618 9.00776 -0.25239
H 2.10760 9.21559 -1.89168
H 1.11978 6.93213 -2.35607
H 0.01607 6.99445 0.45177
H 1.40262 5.93302 0.03691
H -1.60394 4.03223 -0.27664
H -0.91228 4.86701 1.06019
H 0.06848 3.74629 0.08977
H -1.04078 8.11050 -1.83125
H -0.01002 8.79824 -2.78174
C -2.89909 -3.82958 -2.81809
C -1.94077 -4.16921 -1.72331
C -0.49002 -3.72153 -1.97366
O 0.13171 -4.29760 -3.16284
C 0.61764 -5.59481 -3.00206
N -2.34394 -3.57772 -0.41598
H -3.96601 -3.99595 -2.66937
H -2.60268 -4.45754 -3.65828
H -2.81677 -2.77375 -3.07603
H -2.08013 -5.24812 -1.65519
H 0.09654 -3.84210 -1.06288
H -0.46412 -2.64487 -2.14172
H 1.38723 -5.67859 -2.23471
H 1.08451 -5.90659 -3.93637
H -0.14262 -6.35204 -2.81049
H -2.07351 -2.60824 -0.33191
H -3.34767 -3.47160 -0.45287
C -5.91205 -5.73841 2.56365
C -4.77648 -4.85771 2.01971
C -3.97527 -4.06869 3.07611
O -4.72556 -3.19689 3.87213
C -5.27256 -2.10524 3.16943
N -3.82391 -5.70377 1.24534
H -5.50885 -6.47829 3.25511
H -6.30417 -6.29893 1.71503
H -6.69527 -5.15302 3.04529
H -5.18238 -4.12627 1.32091
H -3.20417 -3.54535 2.51076
H -3.41580 -4.75063 3.71646
H -5.55328 -1.32618 3.87819
H -6.13493 -2.25163 2.51906
H -4.47403 -1.58061 2.64483
H -3.31366 -5.08670 0.62974
H -4.34144 -6.26085 0.58057
C 1.13828 2.41586 3.34583
C 2.64634 2.61485 3.26005
O 2.99870 3.90168 2.78351
O 0.69043 3.24094 4.41938
H 0.92749 1.37840 3.60535
H 0.61117 2.52454 2.39797
H 2.94632 1.83554 2.55949
H 3.22073 2.44382 4.17050
H 3.74481 3.83399 2.18323
H 1.10839 4.09910 4.31710
C -2.00337 1.27219 -3.59921
C -2.79108 2.06148 -2.54461
O -4.18677 1.74772 -2.58019
O -2.15764 -0.14655 -3.37856
H -0.95438 1.56833 -3.60389
H -2.39794 1.48462 -4.59283
H -2.68223 3.11764 -2.79115
H -2.32406 1.71001 -1.62458
H -4.69456 2.22340 -3.24162
H -1.79649 -0.30154 -2.50268
C 3.72828 -3.04644 5.06455
C 3.89954 -1.80151 4.21134
O 3.12538 -1.73120 2.99626
O 4.30061 -4.22944 4.43159
H 2.65353 -3.15352 5.21134
H 4.17244 -2.82173 6.03425
H 4.93464 -1.79632 3.86980
H 3.64814 -0.90835 4.78332
H 2.20314 -1.68529 3.25888
H 5.24232 -4.14622 4.59846
C -2.52247 -1.52566 5.72235
C -1.51611 -0.33401 5.96363
O -0.23690 -0.74662 6.42674
O -2.77950 -2.23821 6.91672
H -2.23389 -2.22739 4.93980
H -3.40604 -1.00199 5.35741
H -2.06705 0.32092 6.63863
H -1.48022 0.17039 4.99802
H -0.27957 -0.72614 7.38557
H -2.90566 -1.64694 7.66243
C -6.11691 -2.36154 -5.27657
C -5.07259 -1.23889 -4.85945
O -4.92542 -1.19387 -3.45327
O -6.47133 -2.19973 -6.62433
H -7.01281 -2.19724 -4.67785
H -5.85882 -3.40326 -5.08599
H -5.39757 -0.29481 -5.29672
H -4.06732 -1.53520 -5.15900
H -4.31389 -0.46527 -3.32378
H -5.71488 -2.44005 -7.16436
C 2.16510 -0.49427 -5.14851
C 1.60828 -0.55445 -3.70603
O 2.55635 -0.12429 -2.72572
O 2.94020 -1.67413 -5.35255
H 2.89153 0.31044 -5.26176
H 1.37104 -0.46318 -5.89457
H 1.27076 -1.53751 -3.37774
H 0.79620 0.16793 -3.62362
H 3.40849 -0.47608 -2.99347
H 3.77285 -1.58655 -4.88283
O -5.07418 -2.40811 -0.87989
H -5.05274 -2.16648 -1.80584
H -5.08512 -1.57208 -0.41388
O -1.60702 -0.52874 -6.04764
H -1.10295 -1.34203 -6.02130
H -1.74177 -0.30002 -5.12798
O 0.70224 -1.98377 4.18994
H -0.04004 -1.65925 3.68011
H 0.54373 -1.66072 5.07693
O 0.12119 -4.69780 4.40921
H 0.23936 -3.74967 4.35169
H -0.13371 -4.85314 5.31868
O 2.33029 -4.77380 2.41174
H 2.52832 -4.23548 1.64543
H 3.11683 -4.71747 2.95434
O 4.85525 3.88097 0.72416
H 4.16927 3.47634 0.19318
H 5.55934 3.23274 0.74115
O -4.68985 0.30666 -0.39003
H -4.99694 0.97712 -1.00028
H -3.73533 0.36863 -0.42585
O 2.72737 2.16409 -0.87268
H 2.53909 1.77116 -0.02039
H 2.57775 1.45763 -1.50097
O -0.45478 -4.25911 1.56005
H 0.00881 -3.45053 1.34209
H -1.22751 -4.25244 0.99519
*
```

## Properties
largest force on an atom: 3.6 eV/A
lowest unoccupied orbital energy (spin up / spin down): -5.55 / -5.52 eV
HOMO energy (spin up / spin down): -10.22 / -10.22 eV

2.
Molecular formula: C40H20F15GeMnN4O2S3
Method: DFT, ωB97M-V/def2-TZVPD

The geometry in ORCA input format:
```
! RIJCOSX wB97M-V def2-TZVPD def2/J DEFGRID3
* xyz -1 6
Mn 0.24691 1.07719 -0.02233
C -2.54945 4.41145 1.15281
C -1.33269 3.64596 0.69851
N -1.38159 2.37795 0.48359
N -2.62143 1.75998 0.59019
C -2.82845 0.85290 -0.30842
S -1.79546 0.42489 -1.63315
S -4.38026 0.02070 -0.01996
C -4.95792 -0.29345 -1.71826
C -5.67310 0.90237 -2.28071
C -7.03039 1.09712 -2.03845
C -7.66930 2.25256 -2.46196
C -6.95488 3.23486 -3.13454
C -5.60517 3.04239 -3.39450
C -4.96841 1.88277 -2.97498
C -0.11301 4.41569 0.36752
C -0.00508 5.74207 0.80932
C 1.02142 6.57755 0.41742
C 1.96296 6.10242 -0.49602
C 1.89759 4.80709 -0.95365
C 0.90007 3.90570 -0.51053
O 0.94658 2.67387 -0.90273
H -3.39051 3.73550 1.25745
H -2.79765 5.18832 0.42826
H -2.35342 4.89438 2.11165
H -5.61699 -1.15846 -1.64383
H -4.07061 -0.55242 -2.29461
H -7.58586 0.33678 -1.50046
H -8.72464 2.39076 -2.26021
H -7.44728 4.14489 -3.45441
H -5.04164 3.80205 -3.92215
H -3.91275 1.73430 -3.16862
H -0.75266 6.12461 1.49152
H 1.08184 7.58813 0.79959
H 2.75191 6.75687 -0.84972
H 2.62605 4.42242 -1.65692
F 0.52492 -5.43936 2.20704
C -0.67809 -5.11478 1.69763
C -0.88412 -3.89611 1.07835
C -2.13204 -3.70777 0.50389
F -2.37705 -2.60184 -0.19311
C -3.14394 -4.64842 0.58555
F -4.33212 -4.43450 0.01653
C -2.91013 -5.83525 1.25419
F -3.87284 -6.75339 1.34966
C -1.66788 -6.07460 1.80959
F -1.43370 -7.23296 2.43751
Ge 0.49250 -2.48077 0.78003
S -0.31590 -0.62709 1.52058
C 0.79508 -2.64194 -1.20250
C 0.98065 -3.91532 -1.73371
F 0.39298 -4.97780 -1.16968
C 1.75075 -4.17882 -2.85308
F 1.85209 -5.41581 -3.34031
C 2.42674 -3.14872 -3.47299
F 3.18828 -3.38813 -4.53455
C 2.30238 -1.86434 -2.97786
F 2.94996 -0.86071 -3.56771
C 1.49627 -1.64715 -1.87752
F 1.43312 -0.36477 -1.46413
C 1.92622 -2.95223 2.06056
C 3.22417 -3.11700 1.63102
F 3.49603 -3.01146 0.30928
C 4.27327 -3.38711 2.48960
F 5.52047 -3.54559 2.04074
C 4.00239 -3.49356 3.84132
F 4.98951 -3.74490 4.70039
C 2.70550 -3.34257 4.30574
F 2.46144 -3.46123 5.61230
C 1.68163 -3.07495 3.41467
F 0.44524 -2.96504 3.89712
N 5.52676 -0.90509 -0.51633
C 5.84222 0.06762 0.37233
O 6.97424 0.23240 0.78921
C 4.71358 0.95698 0.79874
C 5.01375 2.25254 1.19999
C 3.98739 3.07956 1.60921
C 2.69225 2.58610 1.59477
N 2.38508 1.34833 1.20795
C 3.38563 0.55245 0.83877
H 6.24801 -1.54160 -0.80648
H 4.60383 -1.01359 -0.89407
H 6.04545 2.57854 1.19405
H 4.17460 4.09592 1.92621
H 1.86288 3.20480 1.91607
H 3.10586 -0.47114 0.60666
*
```

## Properties
largest force on an atom: 2.1 eV/A
ΔE to the lowest compared entry with this formula, charge and spin: 113.6 kJ/mol
lowest unoccupied orbital energy (spin up / spin down): 1.81 / 1.81 eV
HOMO energy (spin up / spin down): -4.67 / -5.08 eV